{"formula": "C39H84BrFN2O10S", "method": "the ωB97M-V functional and the def2-TZVPD basis", "orbital_gap_ev": 10.027, "lumo_ha": 0.0171, "energy_ev": -148850.487, "multiplicity": 1, "smiles": "CC[C@@H](Br)[C@](N)(CCCCCCCCCCCOC)[C@H](CCCCO)O[C@@H](N=C=O)S(=O)(=O)F.CCOCC.CCOCC.CCOCC.CCOCC", "species": ["C", "C", "C", "Br", "C", "N", "C", "C", "C", "C", "C", "C", "C", "C", "C", "C", "C", "O", "C", "C", "C", "C", "C", "C", "O", "O", "C", "N", "C", "O", "S", "O", "O", "F", "H", "H", "H", "H", "H", "H", "H", "H", "H", "H", "H", "H", "H", "H", "H", "H", "H", "H", "H", "H", "H", "H", "H", "H", "H", "H", "H", "H", "H", "H", "H", "H", "H", "H", "H", "H", "H", "H", "H", "H", "H", "H", "H", "H", "C", "C", "O", "C", "C", "H", "H", "H", "H", "H", "H", "H", "H", "H", "H", "C", "C", "O", "C", "C", "H", "H", "H", "H", "H", "H", "H", "H", "H", "H", "C", "C", "O", "C", "C", "H", "H", "H", "H", "H", "H", "H", "H", "H", "H", "C", "C", "O", "C", "C", "H", "H", "H", "H", "H", "H", "H", "H", "H", "H"], "coordinates": [[-0.025, -3.213, 4.255], [0.016, -4.408, 3.220], [1.063, -4.069, 2.048], [2.277, -5.642, 1.957], [0.329, -3.739, 0.682], [-0.834, -2.863, 1.037], [-0.302, -5.023, 0.003], [-1.416, -4.722, -1.054], [-2.132, -6.064, -1.551], [-3.458, -6.185, -0.670], [-4.626, -5.389, -1.404], [-5.581, -4.694, -0.342], [-6.730, -3.920, -1.132], [-7.231, -2.638, -0.331], [-6.217, -1.441, -0.559], [-6.439, -0.301, 0.511], [-5.307, -0.193, 1.596], [-4.004, -0.470, 1.086], [-3.018, -0.222, 2.095], [1.173, -2.905, -0.358], [2.645, -3.387, -0.610], [3.735, -2.833, 0.383], [4.227, -1.366, 0.090], [5.427, -1.272, -0.922], [5.116, -1.832, -2.209], [1.069, -1.470, -0.053], [0.281, -0.815, -0.999], [-0.131, 0.547, -0.518], [0.474, 0.730, 0.557], [1.040, 0.993, 1.508], [1.136, -0.543, -2.627], [0.869, -1.661, -3.510], [2.542, -0.255, -2.522], [0.409, 0.756, -3.328], [-1.045, -3.117, 4.700], [0.271, -2.226, 3.819], [0.735, -3.434, 5.055], [0.418, -5.294, 3.783], [-0.980, -4.722, 2.831], [1.573, -3.131, 2.384], [-1.647, -3.419, 1.289], [-0.576, -2.193, 1.760], [0.541, -5.540, -0.542], [-0.619, -5.737, 0.807], [-0.998, -4.210, -1.962], [-2.249, -4.071, -0.677], [-2.438, -5.907, -2.622], [-1.476, -6.963, -1.454], [-3.311, -5.659, 0.316], [-3.760, -7.246, -0.487], [-5.250, -6.084, -2.021], [-4.211, -4.556, -2.037], [-6.033, -5.493, 0.311], [-5.022, -3.970, 0.306], [-6.275, -3.628, -2.120], [-7.585, -4.626, -1.304], [-8.241, -2.399, -0.753], [-7.307, -2.938, 0.752], [-5.189, -1.875, -0.568], [-6.480, -1.007, -1.561], [-7.391, -0.551, 1.060], [-6.547, 0.708, 0.034], [-5.294, 0.883, 1.951], [-5.558, -0.809, 2.508], [-3.011, 0.883, 2.323], [-3.224, -0.806, 3.035], [-2.007, -0.511, 1.719], [0.637, -3.023, -1.343], [2.932, -3.008, -1.634], [2.683, -4.503, -0.689], [3.466, -2.892, 1.463], [4.642, -3.496, 0.258], [4.620, -0.960, 1.070], [3.434, -0.654, -0.234], [6.385, -1.679, -0.490], [5.613, -0.174, -1.087], [5.331, -2.779, -2.131], [-0.686, -1.355, -1.200], [-3.447, 5.035, -4.388], [-2.603, 5.874, -3.443], [-2.440, 5.295, -2.159], [-1.809, 4.023, -2.117], [-0.402, 4.022, -2.689], [-4.435, 4.853, -3.958], [-3.568, 5.546, -5.345], [-2.993, 4.062, -4.585], [-3.098, 6.834, -3.287], [-1.626, 6.099, -3.885], [-2.435, 3.274, -2.614], [-1.764, 3.736, -1.065], [-0.389, 4.295, -3.745], [0.043, 3.031, -2.594], [0.227, 4.741, -2.157], [-0.498, 7.839, 0.824], [-0.115, 6.993, 2.027], [-0.834, 5.773, 2.115], [-0.686, 4.879, 1.023], [0.749, 4.432, 0.793], [-1.567, 8.063, 0.840], [0.059, 8.779, 0.829], [-0.286, 7.330, -0.117], [-0.342, 7.551, 2.938], [0.963, 6.799, 2.045], [-1.111, 5.318, 0.115], [-1.297, 4.003, 1.257], [1.404, 5.269, 0.548], [0.796, 3.717, -0.032], [1.149, 3.956, 1.692], [2.210, 9.495, 5.996], [2.016, 8.615, 7.220], [0.684, 8.603, 7.706], [-0.309, 8.135, 6.807], [-0.087, 6.706, 6.342], [1.907, 10.523, 6.213], [3.258, 9.495, 5.690], [1.615, 9.152, 5.148], [2.636, 8.999, 8.032], [2.358, 7.593, 7.026], [-0.397, 8.817, 5.953], [-1.260, 8.190, 7.342], [0.849, 6.596, 5.792], [-0.900, 6.390, 5.685], [-0.046, 6.029, 7.198], [7.153, -2.864, -5.596], [7.539, -3.739, -4.416], [6.794, -4.944, -4.333], [6.897, -5.826, -5.439], [8.314, -6.304, -5.707], [6.089, -2.617, -5.555], [7.730, -1.938, -5.588], [7.334, -3.363, -6.550], [7.343, -3.189, -3.494], [8.613, -3.957, -4.423], [6.463, -5.365, -6.333], [6.271, -6.690, -5.205], [8.984, -5.478, -5.955], [8.326, -7.007, -6.542], [8.722, -6.802, -4.825]], "lowdin_charge": [-0.11, -0.28, -0.57, 0.73, -0.44, 0.09, -0.15, -0.19, -0.18, -0.20, -0.22, -0.22, -0.22, -0.21, -0.19, -0.16, -0.25, -0.22, -0.11, -0.22, -0.12, -0.19, -0.18, -0.26, -0.10, -0.09, -0.37, 0.16, -0.33, 0.24, 0.76, -0.28, -0.25, -0.19, 0.08, 0.06, 0.08, 0.07, 0.10, 0.09, 0.08, 0.06, 0.11, 0.12, 0.11, 0.10, 0.11, 0.10, 0.10, 0.11, 0.12, 0.11, 0.12, 0.10, 0.11, 0.11, 0.11, 0.11, 0.10, 0.11, 0.11, 0.11, 0.12, 0.12, 0.10, 0.10, 0.06, 0.12, 0.12, 0.10, 0.08, 0.12, 0.12, 0.08, 0.12, 0.12, 0.08, 0.16, -0.08, -0.28, -0.16, -0.27, -0.07, 0.08, 0.08, 0.07, 0.12, 0.11, 0.11, 0.09, 0.07, 0.05, 0.08, -0.07, -0.28, -0.16, -0.27, -0.07, 0.08, 0.08, 0.06, 0.11, 0.11, 0.09, 0.12, 0.07, 0.06, 0.08, -0.08, -0.28, -0.16, -0.28, -0.08, 0.08, 0.08, 0.06, 0.12, 0.11, 0.10, 0.12, 0.06, 0.08, 0.08, -0.07, -0.28, -0.16, -0.28, -0.08, 0.08, 0.08, 0.06, 0.10, 0.11, 0.11, 0.12, 0.06, 0.08, 0.08]}